Entry 1:
C56H59BrCsN4OP2S2Sb | wB97M-V/def2-TZVPD

Computed properties:
* maximum force: 2.5 eV Å⁻¹
* gap between HOMO and LUMO: 3.41 eV
* LUMO: 3.273 eV
* charge: -2
* E_HOMO: -0.1 eV

Last column: Mulliken charge in e.
Element x y z (Å)
Cs1 -0.22069 0.02008 -0.10992  2.420
Br1 -5.08413 1.10744 -6.80137  -0.295
C1 -3.81253 0.81126 -5.40844  -0.333
C2 -2.45777 0.65936 -5.72797  -0.567
C3 -1.54655 0.42446 -4.73190  -0.665
C4 -1.91022 0.31671 -3.34528  -0.323
O1 -1.05999 -0.01671 -2.46553  0.138
C5 -3.30556 0.55899 -3.05009  0.965
C6 -3.87835 0.66030 -1.72231  -1.014
N1 -3.28443 0.74493 -0.59407  0.423
C7 -4.06930 1.04011 0.52283  -0.009
C8 -5.06664 1.99182 0.49183  -0.265
C9 -5.82766 2.30861 1.63388  -0.784
C10 -5.59261 1.68779 2.82457  -0.913
C11 -4.55399 0.73210 2.91843  1.047
C12 -4.23200 0.08647 4.13388  -0.948
C13 -3.20027 -0.80158 4.17703  -0.778
C14 -2.47983 -1.04607 2.98843  -0.796
N2 -2.75655 -0.48413 1.83903  0.090
C15 -3.77827 0.40743 1.77687  -0.010
C16 -4.21910 0.76231 -4.10216  -0.631
H1 -2.13625 0.71945 -6.76037  0.416
H2 -0.50154 0.28274 -4.97720  0.178
H3 -4.97701 0.70536 -1.73820  0.362
H4 -5.23850 2.53737 -0.42762  0.596
H5 -6.59772 3.06685 1.55783  0.364
H6 -6.16777 1.93077 3.71063  0.367
H7 -4.81016 0.32098 5.02078  0.368
H8 -2.90740 -1.30802 5.08797  0.566
H9 -1.63687 -1.73036 3.00803  0.884
H10 -5.26675 0.90912 -3.86103  0.409
C17 -2.42356 -2.63981 -1.18864  -0.723
P1 -0.69699 -3.21568 -0.93766  0.366
C18 -0.28743 -3.37664 -2.75079  -0.864
N3 -1.06194 -4.13312 -3.48262  -0.037
C19 -0.87013 -4.14633 -4.82965  0.092
C20 -1.69858 -4.94484 -5.64537  -0.551
C21 -1.52443 -4.94065 -7.00145  -0.511
C22 -0.51955 -4.14358 -7.59176  -0.515
C23 0.29317 -3.36313 -6.81658  -0.404
C24 0.12915 -3.35280 -5.41558  0.028
N4 0.93767 -2.57242 -4.64900  -0.134
C25 0.75928 -2.56909 -3.35004  0.269
P2 1.79914 -1.39192 -2.34568  1.174
C26 2.37025 -0.29626 -3.70110  -1.808
C27 3.33145 -2.43967 -2.02478  2.020
C28 3.80890 -3.26918 -3.21593  -2.079
C29 2.98265 -3.37701 -0.86507  -1.581
C30 4.43157 -1.47090 -1.57116  -1.721
C31 -0.99267 -4.96429 -0.29308  2.119
C32 -1.64193 -4.73496 1.08141  -1.919
C33 -1.88288 -5.90010 -1.11152  -1.967
C34 0.36936 -5.63421 -0.08886  -1.996
H11 -2.98709 -3.36009 -1.78229  0.436
H12 -2.37840 -1.68609 -1.71489  -0.207
H13 -2.90267 -2.46455 -0.22392  0.281
H14 -2.46365 -5.54123 -5.16359  0.455
H15 -2.16183 -5.54728 -7.63236  0.379
H16 -0.39874 -4.15091 -8.66767  0.389
H17 1.07114 -2.73768 -7.23989  0.452
H18 2.85984 -0.82086 -4.51755  0.443
H19 3.03683 0.45008 -3.26992  0.514
H20 1.49594 0.22499 -4.08821  0.242
H21 3.08525 -4.04719 -3.47903  0.326
H22 4.75508 -3.76117 -2.96220  0.498
H23 3.97714 -2.65652 -4.10468  0.316
H24 2.22076 -4.10022 -1.16643  -0.010
H25 2.60365 -2.81576 -0.00513  0.013
H26 3.87080 -3.93812 -0.54698  0.591
H27 4.77625 -0.83897 -2.39450  0.354
H28 5.29049 -2.04900 -1.20977  0.472
H29 4.08608 -0.82687 -0.75210  0.164
H30 -2.67929 -4.40462 0.98650  0.359
H31 -1.09834 -3.98483 1.66298  0.097
H32 -1.63609 -5.67044 1.65106  0.560
H33 -2.84994 -5.44877 -1.34526  0.323
H34 -2.06810 -6.81069 -0.52762  0.522
H35 -1.41241 -6.18108 -2.05190  0.349
H36 1.01969 -5.03294 0.55218  0.198
H37 0.88151 -5.79788 -1.04180  0.414
H38 0.22928 -6.61236 0.38475  0.574
C35 1.26941 2.66382 2.85061  -0.559
C36 1.67467 2.85621 1.41456  0.544
S1 0.95650 4.23831 0.60385  -0.614
C37 2.49323 1.95119 0.82427  -0.594
C38 2.95913 2.10422 -0.59349  -1.017
S2 3.09396 0.44616 1.58841  -0.240
H39 0.99856 3.62461 3.29030  0.372
H40 2.06748 2.19767 3.42827  0.094
H41 0.38487 2.01266 2.91915  0.011
H42 2.68385 3.08949 -0.97237  0.364
H43 2.49892 1.34699 -1.24344  -0.063
H44 4.04518 1.95973 -0.66700  0.301
C39 -1.06471 -4.66594 6.14317  -0.561
C40 -0.81376 -3.42797 6.72226  -0.547
C41 -0.06972 -2.46678 6.03663  -0.360
C42 0.44485 -2.71179 4.76037  -0.038
C43 0.18533 -3.97086 4.20671  -0.403
C44 -0.55355 -4.93886 4.87840  -0.530
Sb1 1.44859 -1.23680 3.35537  0.637
C45 3.28330 -2.37044 3.55936  0.486
C46 4.18666 -2.48161 2.50544  -0.038
C47 5.33932 -3.24990 2.62786  -0.688
C48 5.61628 -3.91479 3.81468  -0.564
C49 4.73362 -3.79519 4.88438  -0.816
C50 3.58094 -3.03025 4.75377  -0.015
C51 1.77443 0.09596 5.00479  0.575
C52 0.68046 0.73199 5.58962  -0.404
C53 0.84747 1.61161 6.65230  -0.598
C54 2.11950 1.86680 7.14657  -0.582
C55 3.21888 1.24573 6.56664  -0.597
C56 3.04707 0.37005 5.50035  -0.510
H45 -1.65149 -5.41022 6.67033  0.341
H46 -1.19864 -3.20607 7.71358  0.389
H47 0.11737 -1.51234 6.51850  0.316
H48 0.57933 -4.20995 3.21886  0.428
H49 -0.73443 -5.90438 4.41422  0.361
H50 4.00221 -1.94285 1.57912  -0.350
H51 6.02513 -3.31843 1.78979  0.404
H52 6.51586 -4.51116 3.91065  0.341
H53 4.93919 -4.29962 5.82228  0.385
H54 2.90276 -2.95183 5.59614  0.413
H55 -0.32002 0.55455 5.20409  0.420
H56 -0.01469 2.10941 7.08105  0.383
H57 2.25512 2.55931 7.96981  0.329
H58 4.21728 1.45596 6.93357  0.359
H59 3.91458 -0.07925 5.03234  0.408

Entry 2:
C56H61As2IrNO5S | wB97M-V/def2-TZVPD

Computed properties:
* maximum force: 0.5 eV Å⁻¹
* gap between HOMO and LUMO (spin up / spin down): 6.49 / 6.49 eV
* LUMO (spin up / spin down): 2.473 / 2.473 eV
* charge: -1
* E_HOMO (spin up / spin down): -4.0 / -4.0 eV

Last column: Mulliken charge in e.
Element x y z (Å)
Ir1 -0.30915 0.41018 0.76451  1.466
C1 -2.01431 6.74752 0.08312  -2.019
C2 -1.84449 5.51486 -0.78636  1.487
C3 -2.19242 5.79708 -2.23946  -1.792
O1 -2.64673 4.46584 -0.25816  -0.381
C4 -1.85718 3.29623 -0.01772  -0.339
C5 -0.49213 3.64426 -0.61374  0.284
O2 -0.50957 5.06755 -0.69950  -0.450
C6 0.76513 3.20004 0.15276  1.375
O3 0.88848 1.80623 0.03006  -0.844
C7 0.79741 3.64373 1.62459  0.042
C8 1.22895 2.73167 2.58236  -0.243
C9 1.36233 3.09467 3.91689  -0.796
C10 1.06279 4.38566 4.31962  -0.962
C11 0.65885 5.31570 3.36912  -1.215
C12 0.54320 4.95537 2.03408  0.098
C13 2.01341 3.74878 -0.57549  0.090
C14 2.08424 3.73979 -1.96709  -0.371
C15 3.24331 4.11657 -2.63022  -0.804
C16 4.36127 4.52142 -1.91372  -0.674
C17 4.30456 4.53694 -0.52872  -0.854
C18 3.14572 4.14869 0.13089  -0.218
C19 -2.55057 2.06832 -0.63435  2.795
O4 -1.83429 0.89588 -0.41186  -0.500
C20 -2.71396 2.23619 -2.15441  -0.332
C21 -3.74818 2.99338 -2.69938  0.293
C22 -3.89191 3.11413 -4.07332  -0.932
C23 -2.99852 2.48034 -4.92754  -0.832
C24 -1.97039 1.71691 -4.39346  -0.650
C25 -1.83478 1.58829 -3.01647  -0.007
C26 -3.93104 1.84594 -0.00029  -0.615
C27 -4.35846 2.47144 1.16272  -0.261
C28 -5.57128 2.12330 1.75028  -0.896
C29 -6.37379 1.14759 1.18148  -0.636
C30 -5.95651 0.51976 0.01202  -0.820
C31 -4.74936 0.86818 -0.56746  -0.348
H1 -3.01548 7.15979 -0.04779  0.434
H2 -1.27966 7.50342 -0.19924  0.356
H3 -1.87581 6.47905 1.12964  0.455
H4 -3.26141 5.98823 -2.34537  0.336
H5 -1.92686 4.94712 -2.86608  0.269
H6 -1.63635 6.67334 -2.57727  0.475
H7 -1.76238 3.13123 1.06111  -0.021
H8 -0.42550 3.20651 -1.61304  -0.169
H9 1.48538 1.72607 2.27625  0.804
H10 1.68923 2.35385 4.63820  0.478
H11 1.15462 4.66935 5.36133  0.391
H12 0.44489 6.33645 3.66496  0.389
H13 0.28149 5.70111 1.30203  0.860
H14 1.23193 3.42711 -2.55737  0.113
H15 3.26920 4.09412 -3.71316  0.409
H16 5.26569 4.81894 -2.43038  0.380
H17 5.16904 4.84438 0.04786  0.409
H18 3.12603 4.16055 1.21262  0.368
H19 -4.44898 3.48398 -2.03580  0.552
H20 -4.70417 3.70604 -4.47889  0.423
H21 -3.10958 2.57270 -6.00132  0.388
H22 -1.27871 1.20474 -5.05304  0.441
H23 -1.05493 0.97154 -2.58563  -0.017
H24 -3.75685 3.24498 1.62476  0.350
H25 -5.88262 2.62010 2.66152  0.414
H26 -7.31459 0.87503 1.64416  0.394
H27 -6.56937 -0.24909 -0.44382  0.400
H28 -4.42294 0.36972 -1.47226  0.557
C32 -3.68371 -2.76166 -0.49724  -1.477
As1 -2.26375 -1.97377 0.63344  0.627
C33 -3.38539 -1.30322 2.08908  -0.842
C34 -1.64885 -3.63177 1.50224  -0.414
C35 -2.48796 -4.33878 2.35869  -0.576
C36 -2.03952 -5.45514 3.04915  -0.835
C37 -0.72484 -5.86653 2.89276  -0.835
C38 0.11592 -5.18255 2.02468  -0.266
C39 -0.32747 -4.07450 1.30475  -0.130
As2 0.90428 -3.11675 0.07457  1.581
C40 2.28401 -4.50922 -0.05343  -1.515
C41 0.00491 -3.61960 -1.60787  -1.115
H29 -4.51434 -3.14154 0.10033  0.398
H30 -3.25370 -3.58240 -1.07157  0.411
H31 -4.05065 -2.00336 -1.18778  0.308
H32 -4.22126 -1.96857 2.30433  0.609
H33 -3.77022 -0.32456 1.80399  -0.220
H34 -2.75832 -1.19534 2.97431  0.331
H35 -3.51072 -4.01000 2.50221  0.273
H36 -2.70811 -5.98862 3.71447  0.396
H37 -0.34937 -6.72044 3.44453  0.390
H38 1.13878 -5.52134 1.91992  0.379
H39 1.86536 -5.51196 -0.14769  0.472
H40 2.95386 -4.45024 0.80386  0.372
H41 2.86785 -4.27934 -0.94460  0.362
H42 -0.28816 -4.66988 -1.60515  0.367
H43 0.70121 -3.42977 -2.42718  0.428
H44 -0.87133 -2.99005 -1.75671  0.101
C42 -1.90295 1.49784 3.62041  -0.923
C43 -0.82739 0.70647 4.31556  0.383
C44 -0.66902 0.87107 5.69155  -0.820
C45 0.31153 0.19985 6.39664  -0.934
C46 1.15197 -0.67727 5.71521  -0.965
C47 1.02189 -0.87403 4.35217  1.363
C48 1.93228 -1.82345 3.61953  -0.967
C49 0.02953 -0.16640 3.63604  0.225
N1 -0.03383 -0.44905 2.26781  0.604
H45 -1.70350 2.57086 3.71438  0.422
H46 -2.88094 1.29539 4.06692  0.708
H47 -1.95737 1.26136 2.55979  -0.980
H48 -1.33022 1.56187 6.20613  0.436
H49 0.42129 0.35062 7.46369  0.352
H50 1.92310 -1.22006 6.25089  0.396
H51 2.61474 -2.31607 4.31362  0.511
H52 2.51821 -1.31072 2.85295  0.068
H53 1.34896 -2.58419 3.09700  -0.103
C50 4.47602 0.89804 -0.54214  -1.207
S1 3.31435 -0.37686 -0.02783  1.298
O5 4.15360 -1.53771 0.40931  -0.827
C51 2.78482 -0.74380 -1.71413  -0.314
C52 3.40814 -1.78562 -2.38036  -0.544
C53 3.02020 -2.09090 -3.67888  -0.773
C54 2.01186 -1.36002 -4.29325  -0.717
C55 1.38683 -0.32474 -3.60792  -0.886
C56 1.76687 -0.00899 -2.30999  0.486
H54 5.23123 0.42923 -1.17330  0.486
H55 4.92610 1.30970 0.36073  0.396
H56 3.93594 1.68071 -1.07426  0.230
H57 4.18052 -2.34262 -1.86362  0.521
H58 3.49904 -2.90674 -4.20733  0.371
H59 1.70460 -1.60444 -5.30286  0.409
H60 0.59192 0.24008 -4.08206  0.501
H61 1.27174 0.77516 -1.74388  0.437

Number 1: DFT total energy -184416.076 eV. Number 2: DFT total energy -206141.301 eV.